# 1
13
Properties=species:S:1:pos:R:3:lowdin_charge:R:1 method="wB97M-V/def2-TZVPD" relative_energy_ev=2.245 smiles="C=C.CSS" charge=0 homo_lumo_gap_ev=8.5 lumo_energy_ev=0.25 energy_ha=-915.394486
C 1.35 0.71 1.18 -0.102
C 1.32 -0.46 1.84 -0.067
H 2.23 1.35 1.23 0.047
H 0.38 1.18 1.14 0.027
H 2.15 -0.80 2.45 0.045
H 0.58 -1.23 1.68 0.043
C -1.58 0.71 -0.75 -0.457
S -0.20 0.17 -1.86 0.362
S -0.99 -1.79 -2.40 0.294
H -2.49 0.20 -1.06 0.015
H -1.26 0.47 0.25 -0.007
H -1.73 1.74 -1.07 0.028
H 0.24 -2.24 -2.63 -0.227



# 2
13
Properties=species:S:1:pos:R:3:lowdin_charge:R:1 method="wB97M-V/def2-TZVPD" relative_energy_ev=2.646 smiles=CSCSC charge=0 homo_lumo_gap_ev=9.4 lumo_energy_ev=0.84 energy_ha=-915.379728
C 1.13 -2.49 0.44 -0.445
S -0.16 -1.32 0.16 0.707
C 0.73 0.06 -0.53 -0.882
S -0.46 1.51 -0.75 0.638
C -0.86 2.13 0.95 -0.497
H 0.36 -3.37 0.69 0.064
H 1.82 -2.73 -0.28 -0.002
H 1.41 -2.16 1.53 0.062
H 1.18 -0.15 -1.60 0.064
H 1.78 0.37 -0.11 0.073
H -0.98 3.32 0.86 0.053
H -1.77 1.52 1.56 0.082
H 0.16 1.94 1.67 0.081



# 3
13
Properties=species:S:1:pos:R:3:lowdin_charge:R:1 method="wB97M-V/def2-TZVPD" relative_energy_ev=1.091 smiles="C1=C[SiH2][SiH2]C1" charge=0 homo_lumo_gap_ev=9.6 lumo_energy_ev=0.39 energy_ha=-697.984522
C 0.59 1.40 -0.10 -0.237
C -0.90 1.27 -0.19 -0.297
Si -1.75 -0.33 0.12 0.466
Si 0.32 -1.29 -0.11 0.498
C 1.40 0.25 0.22 -0.460
H 1.16 2.37 -0.16 0.104
H -1.45 2.20 -0.45 0.034
H -2.84 -0.83 0.99 -0.103
H -2.46 -0.79 -1.19 -0.063
H 0.35 -1.40 -1.53 -0.079
H 1.20 -2.41 0.50 -0.062
H 2.29 0.11 -0.53 0.104
H 1.88 0.36 1.24 0.093



# 4
18
Properties=species:S:1:pos:R:3:lowdin_charge:R:1 method="wB97M-V/def2-TZVPD" relative_energy_ev=0.150 smiles="CN(C)B(O)NC(=O)O" charge=0 homo_lumo_gap_ev=9.8 lumo_energy_ev=0.42 energy_ha=-479.916631
C 0.80 -1.48 0.50 -0.078
N 1.00 -0.07 0.17 -0.101
C 1.45 0.15 -1.21 -0.064
B 0.04 0.91 0.63 -0.662
O 0.47 2.21 0.85 0.157
N -1.38 0.71 0.88 0.219
C -2.22 0.28 -0.17 -0.574
O -2.97 1.00 -0.76 0.127
O -2.11 -1.03 -0.50 0.116
H 0.74 -2.09 -0.41 0.092
H 1.66 -1.85 1.08 0.088
H -0.08 -1.64 1.12 0.069
H 0.69 -0.15 -1.94 0.094
H 2.37 -0.41 -1.40 0.089
H 1.67 1.21 -1.36 0.088
H 1.41 2.21 1.06 0.107
H -1.78 1.58 1.21 0.138
H -1.78 -1.52 0.26 0.094